C32H27NO7 | wB97M-V/def2-TZVPD

```
67
Properties=species:S:1:pos:R:3:forces:R:3
C -1.9334 0.9537 4.3466 0.0859 0.0541 -0.0205
C -3.0922 0.3632 3.5505 -0.2704 -0.4815 -0.0774
C -4.4315 0.5863 4.2564 0.2891 -0.1524 -0.3403
O -3.2125 0.9684 2.2487 -0.0631 -0.3258 0.0062
C -2.4863 0.4442 1.2130 -0.1532 0.1697 -0.6147
O -2.6843 0.8801 0.0914 0.1674 -0.0084 0.6524
C -1.4994 -0.5918 1.5092 -1.8482 -0.1768 1.0915
C -0.2082 -0.4866 0.8405 1.3709 -0.0217 -0.5195
C 0.9822 -0.0312 1.6827 -0.1923 0.0784 -0.1255
C 1.6403 -0.9558 2.5034 0.1915 0.1538 0.0846
C 2.7935 -0.5968 3.1901 0.1290 0.5643 -0.0983
C 3.2783 0.7189 3.0663 -1.6305 -0.5324 -1.0329
N 4.5209 1.0563 3.6723 2.7234 0.7655 1.4302
O 4.9514 2.2263 3.5494 -0.8493 -2.1393 0.2079
O 5.1412 0.1627 4.2965 -1.1904 1.6947 -1.1690
C 2.5922 1.6745 2.2880 0.4191 -0.3930 0.3696
C 1.4518 1.2887 1.5936 -0.0469 -0.2913 0.2599
C -1.7247 -1.3414 2.7016 0.6032 -0.1648 0.2326
O -0.9684 -2.1915 3.1515 -0.5230 -0.0906 0.0262
O -2.9124 -1.0654 3.3836 0.4225 0.7515 -0.0972
H -0.9729 0.8014 3.8320 -0.2680 0.0734 0.1888
H -2.0959 2.0295 4.4964 0.0583 -0.2893 -0.1071
H -1.8986 0.4624 5.3293 0.0441 0.1245 -0.3087
H -5.2414 0.2476 3.6069 0.0841 0.0060 0.0925
H -4.4556 0.0266 5.1936 0.0559 0.0578 -0.0994
H -4.5649 1.6519 4.4653 0.0460 -0.1745 -0.0662
H 0.0319 -1.4716 0.4419 0.6481 0.4034 -0.1611
H -0.3527 0.2031 0.0016 0.1767 -0.2158 0.0039
H 1.2334 -1.9612 2.6158 0.1707 0.3381 -0.1195
H 3.3337 -1.3135 3.8039 -0.1187 0.2146 -0.1533
H 2.9869 2.6851 2.2289 -0.0779 -0.2281 -0.0151
H 0.9090 2.0080 0.9749 0.2372 -0.2048 0.1712
C -6.3545 -5.4563 5.4288 -0.0003 0.0055 -0.0315
C -6.8921 -5.1807 4.1666 -0.1464 -0.2466 0.1202
C -6.4447 -5.8773 3.0476 0.4939 -0.1402 0.2177
C -5.4051 -6.7960 3.2174 0.4718 0.5755 0.0403
O -4.6845 -7.2112 2.0850 0.0799 -0.1493 -0.5884
C -3.9145 -6.1896 1.5251 -0.5485 0.1203 0.8021
C -2.8271 -5.6768 2.2454 -0.6447 -0.2026 -0.1754
C -2.1866 -4.5639 1.7559 0.6214 0.0614 -0.3661
C -2.5599 -3.9447 0.5301 -0.4968 -0.4715 0.7646
C -1.6842 -2.9402 -0.0004 -0.6094 -0.4713 -0.5271
C -1.9578 -2.1877 -1.1907 0.0789 0.6431 -0.5898
C -0.9047 -1.8721 -2.0971 -0.2989 -0.0569 0.5061
C -1.1453 -1.0900 -3.2176 -0.1802 0.0304 -0.0463
C -2.4329 -0.5895 -3.4652 0.1004 -0.2177 0.3414
C -3.4752 -0.8768 -2.5756 0.0133 -0.1180 -0.0115
C -3.2500 -1.6680 -1.4565 0.2939 -0.0795 -0.0470
C -3.6936 -4.4782 -0.1458 0.3842 0.1354 -0.2381
C -4.3292 -5.6160 0.3173 0.0148 0.0050 0.2381
C -4.9239 -7.1618 4.4753 -0.1098 0.3942 -0.3545
C -5.3835 -6.4510 5.5816 -0.3267 -0.1629 0.0550
H -6.7049 -4.8992 6.3008 0.1610 -0.1674 -0.3076
H -7.6603 -4.4167 4.0399 0.1895 -0.2243 0.1403
H -6.8285 -5.6826 2.0454 0.1722 0.0689 0.2959
H -2.5328 -6.1371 3.1890 -0.1227 0.1765 -0.2702
H -1.3605 -4.1455 2.3230 -0.0464 -0.0259 -0.1765
H -0.6333 -3.1280 0.2516 -0.4092 0.5519 0.2674
H 0.0955 -2.2671 -1.8967 -0.3149 0.1735 -0.0984
H -0.3238 -0.8564 -3.8970 -0.2795 -0.0850 0.1761
H -2.6221 0.0314 -4.3420 0.0839 -0.1642 0.2758
H -4.4733 -0.4675 -2.7411 0.3430 -0.0954 0.0066
H -4.0545 -1.8751 -0.7473 0.2597 0.2680 -0.2151
H -4.0370 -4.0145 -1.0698 0.1684 -0.2683 0.1868
H -5.1729 -6.0581 -0.2134 0.2220 0.1825 0.1623
H -4.1598 -7.9355 4.5479 -0.1141 0.3002 0.0093
H -4.9719 -6.6790 6.5663 -0.1949 0.0952 -0.2542
```
Forces are in eV/Å.

Summary:
Energy = -49439.8520 eV
HOMO = -7.74 eV
Lowest unoccupied orbital energy = -0.0876 Eh
Frontier orbital gap = 5.36 eV



C32H28B2N8O20 | wB97M-V/def2-TZVPD

```
90
Properties=species:S:1:pos:R:3:forces:R:3
O 4.8762 -1.4952 5.2117 -2.0374 0.1656 4.3944
C 4.2790 -1.3096 6.3150 2.3206 0.6012 -5.2125
O 3.0574 -0.8143 6.4065 0.8558 -1.0820 -0.0728
B 2.7099 -0.8342 7.8108 -0.4160 1.4303 0.1383
O 3.9234 -1.1052 8.5826 0.6468 -0.4347 -0.4559
C 4.9130 -1.3378 7.7136 1.1939 -0.4504 0.6686
O 6.0915 -1.4989 7.9708 -1.7840 0.1625 -0.2546
O 1.5972 -1.7450 8.0516 2.2196 -1.7674 -0.5914
C 0.6078 -1.1196 8.5233 -6.1227 -1.9224 2.1444
O -0.4445 -1.6808 8.9647 3.6046 2.4107 -1.4387
C 0.9241 0.3585 8.4908 -0.0486 1.0786 1.3413
O 2.1824 0.5036 8.1736 0.7615 -0.6757 -0.5358
O 0.2504 1.2627 8.8757 -1.1457 0.4419 0.0193
O -2.3639 -0.5243 4.6928 1.3208 1.3700 -1.5642
C -1.6658 -0.0126 3.8390 -0.6046 -1.7544 0.2311
O -0.8174 -0.6966 3.0125 -1.0912 1.1317 0.6091
B -0.2209 0.2546 2.0563 -0.2760 -1.2392 0.0125
O -0.7259 1.5734 2.4241 0.4441 0.7203 -0.6516
C -1.5762 1.4795 3.3863 -3.2920 3.3465 4.4249
O -2.2129 2.4305 3.9953 2.8749 -4.0263 -3.2459
O 1.2197 0.0499 2.1215 -1.3485 2.6660 4.4042
C 1.7058 -0.4280 1.0991 3.2827 -2.5604 -4.4153
O 2.8756 -0.7299 0.9059 -1.7777 0.3136 -0.0968
C 0.5104 -0.6140 0.0910 0.4950 -1.2451 -3.0398
O -0.5454 -0.0639 0.6387 -0.3231 0.0813 0.4811
O 0.5201 -1.1485 -1.0298 0.1298 1.2274 2.5881
C 4.2421 3.1805 -3.9746 0.1288 -1.0485 -0.4290
C 4.9737 2.7744 -2.7820 -1.0939 0.5415 -1.7423
N 5.5162 2.4242 -1.8538 1.1622 -0.5408 1.7375
H 4.4542 2.4846 -4.7863 0.6879 0.0131 -0.0923
H 4.5457 4.1769 -4.2957 -0.6569 0.0196 0.1580
H 3.1892 2.9248 -3.8562 -0.2098 1.0450 0.3785
C -4.1570 0.0946 -2.9529 -0.9275 1.9152 1.2924
C -5.3711 0.5952 -2.2405 -1.9023 -0.1591 0.9797
N -6.3058 1.0031 -1.6671 2.0611 -0.7854 -1.3342
H -3.6110 1.0353 -2.8806 0.7654 -0.0945 -0.6799
H -4.4010 -0.1328 -3.9906 0.3156 -0.4012 0.3092
H -3.5989 -0.5886 -2.3127 -0.2641 -0.4373 -0.5107
C 1.2086 -4.6027 4.2926 1.1982 -0.0573 -1.2314
C 0.0341 -4.6899 5.0610 -6.1778 -0.3634 3.6538
N -0.9686 -4.7555 5.7085 4.3664 0.1315 -2.7979
H 2.0111 -5.0710 4.8626 0.3365 0.5047 -0.1468
H 1.3698 -3.5733 3.9726 0.4599 0.0951 0.4722
H 1.1189 -5.1442 3.3509 -0.1966 -0.2662 0.0624
C 4.9637 -4.4822 -3.9080 -0.4258 -1.1419 -0.4490
C 5.6506 -3.3499 -3.3447 2.3021 3.9727 2.1965
N 6.2376 -2.4418 -2.8503 -2.2452 -3.5750 -2.0817
H 5.2890 -4.6881 -4.9278 0.1713 0.1623 -0.0057
H 3.8764 -4.4158 -3.9447 0.0476 0.5276 0.2073
H 5.1692 -5.3822 -3.3285 0.1744 0.0631 0.1181
C -7.0721 2.0039 3.7062 0.1805 0.7331 -0.0449
C -7.2059 0.7818 4.4774 0.0562 1.5591 -1.9665
N -7.3818 -0.1094 5.1469 -0.3627 -2.0188 1.4485
H -7.7793 2.1979 2.8998 -0.4782 -0.6436 0.2979
H -6.1142 2.1196 3.1993 0.2708 -0.1357 0.5884
H -7.2332 2.7649 4.4698 0.3490 0.4702 -0.3101
C 2.6214 4.0103 4.1903 -0.1070 -0.1575 -0.7620
C 3.8951 3.4890 3.7281 1.0693 0.0636 0.2209
N 4.8457 2.9622 3.3496 -0.2286 0.3967 0.1013
H 2.5916 4.8798 4.8469 0.6095 -0.3998 0.2896
H 2.1683 3.1146 4.6152 -0.7233 0.4335 0.0977
H 2.1452 4.3598 3.2742 -0.6084 -0.3681 0.0652
C -3.9580 5.5037 -2.2751 0.1770 -0.4327 -1.4775
C -3.3177 5.9343 -3.4555 2.2135 0.7125 1.4288
C -1.9001 6.1239 -3.4046 -0.0826 -0.7617 0.2758
C -1.1088 5.7104 -2.2859 -3.3123 0.9292 0.4325
C -1.8168 5.3390 -1.1302 -0.2837 0.0722 -0.3890
C -3.2426 5.1915 -1.1482 1.7837 0.7610 0.2944
N 0.3273 6.0202 -2.2072 0.2521 -3.3213 2.5456
O 1.0229 5.5234 -1.3200 -1.4987 0.1150 0.5383
O 0.8267 6.5926 -3.0885 0.9396 2.8793 -3.7657
H -5.0254 5.3394 -2.2765 -0.1550 0.2480 0.0481
H -3.8621 6.3491 -4.2909 -0.0606 -0.3229 -0.1215
H -1.3584 6.5927 -4.2129 -0.1440 -0.0594 -0.2585
H -1.2263 5.2891 -0.2273 -0.2006 -0.4721 0.2386
H -3.8169 5.0260 -0.2487 0.3862 -0.4042 0.2147
C 0.5460 -5.6462 -7.0445 0.6400 -1.0377 -0.6829
C -0.0514 -6.5149 -7.9499 -1.1503 1.1306 -0.3538
C -1.2111 -6.1100 -8.6225 0.3153 -0.4871 -0.4141
C -1.7298 -4.8405 -8.4060 0.8181 0.4638 1.2367
C -1.1070 -3.9970 -7.4641 -0.7608 -0.1187 -0.4674
C 0.0114 -4.4048 -6.7425 -0.4658 0.1698 -0.7148
N -2.9240 -4.3689 -9.1091 -3.2654 1.1956 -2.4708
O -3.4883 -5.1631 -9.8955 1.5808 0.6504 1.6033
O -3.4160 -3.2018 -9.0048 2.3521 -2.6084 0.8297
H 1.5213 -6.0321 -6.7870 0.1339 0.5605 1.0585
H 0.3969 -7.4659 -8.1967 0.0204 0.0022 0.0740
H -1.5934 -6.7764 -9.3816 -0.4352 0.1560 0.0373
H -1.5321 -3.0093 -7.3633 0.0205 0.0746 0.2610
H 0.4451 -3.7088 -6.0397 0.1943 -0.1369 0.0263
```
Forces are in eV/Å.

Summary:
Energy = -87864.9592 eV
HOMO = -5.11 eV
Charge = -2
Lowest unoccupied orbital energy = 0.0335 Eh
Frontier orbital gap = 6.02 eV



C32H28BrN6S3Y | wB97M-V/def2-TZVPD

```
71
Properties=species:S:1:pos:R:3:forces:R:3
Y 0.4778 -0.8722 -0.0668 -0.8963 0.4952 -0.7409
C -1.6177 -6.1662 0.3516 -0.0025 -0.0269 -0.0040
S -0.3508 -5.6818 1.5316 -0.0177 -0.0220 -0.0362
C 0.0257 -4.0475 1.1017 -0.0075 -0.0696 0.0203
S -0.7787 -3.2555 -0.2247 0.2668 0.1811 0.3160
N 0.9463 -3.5534 1.8891 -0.0034 0.2048 -0.0961
N 1.3034 -2.2558 1.6262 0.2418 -0.5271 0.4358
C 2.2402 -1.8056 2.3836 -0.0431 0.1451 0.0217
C 2.7697 -0.4522 2.1908 -0.0236 -0.1316 0.0542
C 3.7014 0.0597 3.0778 0.0015 0.0317 -0.0330
C 4.2051 1.3346 2.8614 -0.0015 -0.0198 0.0030
C 3.7744 2.0442 1.7542 -0.0174 -0.0181 -0.0201
C 2.8395 1.4627 0.9137 0.0431 -0.0208 -0.0469
N 2.3269 0.2460 1.1208 0.1054 -0.1104 0.0624
H -1.8360 -7.2031 0.6013 -0.0197 -0.0094 -0.0077
H -1.2506 -6.1137 -0.6697 -0.0002 0.0016 0.0068
H -2.5189 -5.5708 0.4697 0.0091 0.0023 0.0009
H 2.6516 -2.4460 3.1595 -0.0045 0.0345 0.0224
H 4.0231 -0.5349 3.9214 0.0036 -0.0046 0.0098
H 4.9303 1.7593 3.5420 0.0021 0.0049 0.0055
H 4.1505 3.0325 1.5346 0.0075 0.0115 -0.0027
H 2.4871 1.9964 0.0402 -0.0081 0.0007 0.0107
Br -4.6365 2.5966 -4.3548 -0.0289 0.0381 0.0243
C -3.1284 1.6473 -3.7661 0.0615 0.0064 -0.0158
C -1.9932 1.6036 -4.5678 -0.0018 -0.0349 0.0691
C -0.8929 0.8788 -4.1462 -0.0426 0.0406 -0.0693
C -0.9293 0.2058 -2.9315 0.1179 -0.1022 0.0865
C -2.0548 0.2854 -2.1181 -0.0783 0.0287 0.0469
C -3.1627 1.0001 -2.5406 0.0142 0.0160 -0.0322
N 0.1563 -0.5770 -2.4414 0.0491 0.1077 -0.1251
C 0.8846 -1.2468 -3.2444 0.0905 -0.1265 -0.0681
C 2.0123 -2.0472 -2.7486 -0.0512 0.0347 0.0014
C 2.7803 -2.7810 -3.6296 0.0361 -0.0348 0.0425
C 3.8247 -3.5519 -3.1270 -0.0269 0.0235 -0.0126
C 4.0472 -3.5543 -1.7659 -0.0219 0.0110 0.0331
C 3.2236 -2.7887 -0.9465 0.0094 -0.0059 -0.0090
N 2.2270 -2.0439 -1.4149 -0.0919 0.1889 -0.0342
H -1.9715 2.1339 -5.5085 -0.0053 0.0073 -0.0165
H 0.0010 0.8626 -4.7568 0.0050 -0.0017 0.0063
H -2.7305 -0.0193 -0.2322 0.1332 0.0275 -0.0292
H -4.0475 1.0540 -1.9199 -0.0099 -0.0049 -0.0014
H 0.6766 -1.2825 -4.3137 0.0144 0.0414 0.0101
H 2.5636 -2.7563 -4.6882 -0.0052 0.0031 -0.0297
H 4.4438 -4.1381 -3.7914 0.0079 -0.0108 -0.0118
H 4.8401 -4.1407 -1.3254 0.0135 -0.0060 0.0056
H 3.3707 -2.7861 0.1251 0.0092 -0.0037 -0.0067
N -2.0322 -0.4173 -0.8585 0.1752 -0.2857 -0.0465
S -0.2892 2.0515 0.4330 0.2532 -0.0473 0.0793
C -1.8700 2.7743 0.0542 -0.0645 -0.0894 -0.0247
C -1.9042 3.7590 -0.9234 -0.0068 -0.0070 0.0053
C -3.1197 4.3394 -1.2571 -0.0133 -0.0306 -0.0274
C -4.2824 3.9431 -0.6133 -0.0017 -0.0015 -0.0063
C -4.2362 2.9657 0.3736 0.0237 0.0057 0.0115
C -3.0283 2.3730 0.7108 -0.0124 0.0378 -0.0258
C -0.3017 1.9920 2.2100 -0.0217 0.0197 0.0391
C -0.4105 0.7710 2.8605 0.0674 -0.1415 -0.0242
C -0.4098 0.7030 4.2464 0.0098 0.0388 -0.0362
C -0.3148 1.8754 4.9816 0.0006 0.0156 -0.0235
C -0.2121 3.1013 4.3335 -0.0010 -0.0336 0.0146
C -0.1974 3.1651 2.9493 0.0023 -0.0047 -0.0289
H -2.3119 -1.3882 -1.0079 -0.0637 0.0921 0.0665
H -0.9910 4.0797 -1.4080 0.0092 -0.0060 -0.0023
H -3.1549 5.1096 -2.0148 -0.0021 0.0188 -0.0175
H -5.2250 4.4061 -0.8702 -0.0153 0.0001 -0.0036
H -5.1397 2.6731 0.8905 -0.0224 -0.0064 0.0127
H -2.9862 1.6341 1.5021 0.0138 -0.0141 0.0370
H -0.5006 -0.1566 2.2926 -0.1695 0.0304 0.1193
H -0.5027 -0.2522 4.7444 0.0059 -0.0245 0.0068
H -0.3270 1.8361 6.0617 -0.0034 0.0012 0.0234
H -0.1418 4.0126 4.9104 0.0022 0.0216 0.0150
H -0.1156 4.1181 2.4432 0.0010 0.0133 -0.0098
```
Forces are in eV/Å.

Summary:
Energy = -146161.7922 eV
HOMO = -13.14 eV
Charge = +2
Lowest unoccupied orbital energy = -0.2373 Eh
Energy relative to the best compared isomer or geometry (same formula, charge and spin) = 0.0 kJ/mol
Frontier orbital gap = 6.68 eV



Which of these has the lowest lowest unoccupied orbital energy?
C32H28BrN6S3Y